{
  "formula": "H6O3",
  "method": "the ωB97M-V functional and the def2-TZVPD basis",
  "elements": ["O", "O", "O", "H", "H", "H", "H", "H", "H"],
  "coordinates": [[-0.48206, -0.60971, -0.22480], [0.41356, -0.22717, -2.98975], [0.59024, 0.43003, 2.36528], [0.30882, 1.35197, 2.37742], [0.57829, 0.14321, 3.28393], [0.12005, -0.30886, -2.06688], [-0.27641, 0.28159, -3.42459], [-1.26491, -0.93622, 0.22724], [0.01243, -0.12485, 0.45215]],
  "atomic_forces_ev_per_a": [[0.1, 0.2, 0.0], [0.0, 0.1, 0.1], [-0.1, 0.2, -0.1], [0.1, -0.1, 0.1], [0.0, 0.0, -0.1], [0.0, -0.1, -0.2], [0.0, 0.0, 0.0], [0.0, 0.0, 0.0], [-0.1, -0.3, 0.1]],
  "homo_lumo_gap_ha": 0.4048,
  "e_homo_ev": -10.61,
  "molar_mass_g_mol": 54.05,
  "smiles": "O.O.O",
  "multiplicity": 1,
  "total_energy_ev": -6239.9709
}



{
  "formula": "C5H8O2",
  "method": "the ωB97M-V functional and the def2-TZVPD basis",
  "elements": ["O", "O", "C", "C", "C", "C", "C", "H", "H", "H", "H", "H", "H", "H", "H"],
  "coordinates": [[0.58921, -1.76516, 0.75259], [-0.12580, 1.10732, -1.35217], [0.69325, 1.90485, -0.70968], [1.54527, -1.17232, 0.10134], [-0.92265, 0.18835, -0.91353], [-1.16432, -0.06719, 0.54057], [-0.61907, -1.37247, 1.02316], [0.65626, 1.96634, 0.36996], [1.48487, -0.12741, -0.20013], [-1.41424, -0.36347, -1.70470], [-0.79647, 0.79167, 1.12826], [-2.24841, -0.10581, 0.71283], [1.15242, 2.65508, -1.33457], [2.46237, -1.74179, 0.07076], [-1.21370, -2.12936, 1.51406]],
  "atomic_forces_ev_per_a": [[0.1, -0.6, 0.2], [0.1, 0.1, -0.4], [0.1, 0.3, 0.3], [0.5, 0.4, -0.3], [-0.4, -0.4, 0.2], [0.0, 0.1, 0.0], [-0.5, 0.2, 0.0], [0.0, 0.0, -0.2], [0.0, -0.2, 0.1], [0.1, 0.1, 0.1], [0.0, -0.2, -0.1], [0.2, 0.0, 0.0], [0.0, -0.1, 0.1], [-0.1, 0.1, 0.0], [0.1, 0.1, -0.1]],
  "homo_lumo_gap_ha": [0.2910, 0.2872],
  "e_homo_ev": [-7.19, -7.09],
  "molar_mass_g_mol": 100.12,
  "multiplicity": 1,
  "total_energy_ev": -9402.6809
}



{
  "formula": "H20O10",
  "method": "the ωB97M-V functional and the def2-TZVPD basis",
  "elements": ["O", "O", "O", "O", "O", "O", "O", "O", "O", "O", "H", "H", "H", "H", "H", "H", "H", "H", "H", "H", "H", "H", "H", "H", "H", "H", "H", "H", "H", "H"],
  "coordinates": [[1.98442, -1.90906, 1.34711], [2.05857, 1.41073, 0.14202], [0.65154, 0.86783, -1.56624], [-0.96984, 1.14953, 1.12187], [-2.26335, -0.61457, 2.22041], [-0.94050, -2.10564, 2.00112], [-0.14341, -1.86438, -1.81048], [-1.22638, -0.04945, -2.55181], [-1.11345, 2.55622, -1.24892], [0.22987, -0.51096, 0.06221], [-1.89386, 1.18039, 0.87396], [-0.98049, -2.86923, 2.57694], [-0.37694, 1.94488, -1.25570], [-0.53762, -2.73661, -1.81824], [2.09973, 2.14551, -0.47005], [-0.70790, 3.41968, -1.17027], [2.90747, -1.65665, 1.36956], [-0.60577, 1.97179, 0.79387], [-0.58141, 0.61580, -2.31164], [-0.81614, -0.87979, -2.31000], [0.34356, 0.16955, -0.60127], [-0.37604, -0.12849, 0.69690], [-0.00526, -1.96525, 1.85331], [1.31905, 1.05851, -0.90722], [1.54084, -1.16137, 0.94658], [-1.51930, -1.13140, 1.91136], [0.02633, -1.68597, -0.88549], [-1.87384, 0.19880, 2.54125], [2.65453, 1.65465, 0.85024], [1.11567, 0.92495, -2.40144]],
  "atomic_forces_ev_per_a": [[0.6, -0.7, 0.7], [1.5, 1.3, 1.4], [3.4, 3.0, -3.9], [-0.3, 2.1, 1.2], [-4.9, 4.9, 1.1], [5.5, -6.8, -0.7], [1.5, -4.4, -0.7], [-2.6, 2.9, -2.0], [-0.9, 1.3, 0.5], [0.9, -3.0, 2.8], [-0.6, -0.2, -0.2], [-0.4, -0.1, 0.3], [-0.2, 0.1, -0.3], [-0.1, -0.3, -0.3], [0.7, 1.1, 0.2], [-0.1, 0.5, -0.1], [0.2, -0.2, 0.2], [0.0, 0.3, -0.2], [-2.1, -0.8, -1.0], [-0.2, -0.3, -0.2], [-1.2, -2.0, 0.8], [-0.4, 0.2, 0.2], [0.8, -0.4, -0.2], [0.6, -0.6, 0.0], [-0.6, 0.6, -0.8], [-1.3, 1.2, -0.1], [0.1, 0.6, 1.1], [-0.4, 0.1, 0.4], [0.2, -0.2, 0.5], [0.0, -0.4, -0.8]],
  "homo_lumo_gap_ha": 0.3019,
  "e_homo_ev": -9.02,
  "molar_mass_g_mol": 180.15,
  "multiplicity": 1,
  "total_energy_ev": -20792.9987
}



{
  "formula": "C6H12",
  "method": "the ωB97M-V functional and the def2-TZVPD basis",
  "elements": ["C", "C", "C", "C", "C", "C", "H", "H", "H", "H", "H", "H", "H", "H", "H", "H", "H", "H"],
  "coordinates": [[-0.82760, -0.26897, -0.35135], [-1.44487, -0.62293, 1.02334], [-1.53274, -0.22685, -1.47063], [1.63124, -0.84499, 0.09156], [0.64015, 0.18566, -0.43198], [0.78706, 1.56713, 0.29817], [-2.39485, -0.08079, 1.18640], [0.05606, 2.28748, -0.14651], [-0.74103, -0.47436, 1.83383], [-1.69471, -1.66354, 1.10674], [-1.03542, 0.00470, -2.40208], [2.65489, -0.41248, -0.10610], [1.78638, 1.94213, 0.19307], [0.62767, 1.48938, 1.39703], [1.64499, -1.85582, -0.41748], [1.60689, -0.97236, 1.20436], [-2.59327, -0.48070, -1.54549], [0.82915, 0.42732, -1.46288]],
  "atomic_forces_ev_per_a": [[0.2, 0.3, 0.7], [0.1, 0.5, -0.9], [-0.5, -0.4, -0.2], [1.8, -0.1, 0.0], [-1.1, 0.4, 1.3], [-1.0, -0.6, 0.3], [0.6, 0.0, 0.0], [0.6, -0.5, 0.5], [0.0, 0.5, 0.2], [-0.1, -0.7, -0.3], [0.0, 0.1, -0.1], [-0.8, -0.5, 0.2], [0.6, 0.3, -0.3], [-0.2, 0.0, -0.7], [-0.4, 1.2, 0.6], [-0.3, 0.0, -0.9], [0.3, 0.1, 0.2], [0.2, -0.3, -0.6]],
  "homo_lumo_gap_ha": 0.3801,
  "e_homo_ev": -9.27,
  "molar_mass_g_mol": 84.16,
  "smiles": "C=C(C)C(C)C",
  "multiplicity": 1,
  "total_energy_ev": -6415.8948
}